Entry 1:
C3H8NO2P | ωB97M-V/def2-TZVPD

Properties
- Gap between HOMO and LUMO: 9.73 eV
- Net charge: 0
- SMILES: C=CCO.NP=O
- Molecular weight: 121.076 g mol⁻¹
- Lowest unoccupied orbital energy: 0.7 eV
- E_tot: -665.6537 Eh

Cartesian coordinates (Å):
P  0.488  0.146  -2.285
O  -1.093  0.798  -0.599
O  1.164  1.445  -2.554
N  1.507  -0.701  -1.189
C  -0.438  -0.021  1.604
C  -0.797  -1.263  1.387
C  -0.478  1.116  0.669
H  0.040  0.026  2.538
H  1.653  -1.671  -1.503
H  -2.021  0.866  -0.781
H  0.473  1.381  0.454
H  -0.629  -2.189  2.054
H  -1.029  2.033  0.844
H  2.423  -0.311  -1.044
H  -1.262  -1.657  0.405



Entry 2:
C35H41BrGdN2O4PS | ωB97M-V/def2-TZVPD

Properties
- Gap between HOMO and LUMO (spin up / spin down): 4.71 / 7.59 eV
- Multiplicity: 8
- Net charge: 0
- Molecular weight: 853.918 g mol⁻¹
- Lowest unoccupied orbital energy (spin up / spin down): -0.4 / -0.4 eV
- E_tot: -5847.8671 Eh

Cartesian coordinates (Å):
Gd  -0.225  -0.353  -0.920
Br  6.384  -4.072  -0.903
S  -1.533  -2.420  -2.286
P  1.048  -0.154  2.062
O  -0.403  -1.580  -2.763
O  -1.607  -3.789  -2.683
O  -1.555  -2.223  -0.830
O  -2.868  -1.555  -2.904
N  1.915  -0.155  -1.849
N  0.133  1.933  -1.524
C  2.433  1.111  2.234
C  2.751  -2.422  -2.064
C  1.424  2.139  -2.023
C  -2.143  3.165  -4.826
C  -3.040  -0.228  -2.392
C  4.237  -0.626  -1.325
C  0.275  0.640  4.779
C  1.985  -2.087  4.054
C  -5.974  -2.856  -0.225
C  1.196  -2.993  1.909
C  -5.206  -1.955  -0.988
C  1.272  4.490  -1.715
C  5.020  -2.870  -1.427
C  -3.484  -0.053  -1.089
C  -4.719  -2.286  1.773
C  3.801  -3.308  -1.944
C  -1.992  0.794  -4.496
C  -3.274  2.161  -2.963
C  -0.506  3.012  -1.059
C  2.239  1.055  -2.294
C  -2.807  0.886  -3.319
C  2.980  -1.057  -1.749
C  -1.655  1.916  -5.219
C  1.861  -1.754  2.531
C  0.016  4.302  -1.079
C  2.010  3.421  -2.223
C  -5.722  -3.015  1.144
C  -4.207  -1.143  -0.336
C  -3.919  -1.410  1.044
C  1.848  2.559  2.350
C  5.251  -1.520  -1.159
C  -1.428  0.803  2.947
C  -0.188  0.045  3.454
C  -3.023  3.298  -3.724
C  3.544  0.855  3.285
H  -5.356  -1.905  -2.065
H  2.997  3.544  -2.640
H  4.177  -0.010  3.029
H  -3.519  4.227  -3.506
H  3.117  1.234  -2.878
H  -0.538  5.161  -0.713
H  1.633  5.501  -1.823
H  2.604  -2.980  4.178
H  -4.593  -2.392  2.839
H  1.476  2.805  3.344
H  -1.267  1.883  2.876
H  4.196  1.723  3.295
H  -1.488  2.816  -0.712
H  3.207  0.685  4.304
H  1.301  0.389  5.031
H  1.043  2.736  1.578
H  -0.425  -1.011  3.616
H  -6.355  -3.648  1.738
H  -3.015  -1.003  1.452
H  -2.334  0.621  3.585
H  4.394  0.464  -1.124
H  -1.812  4.058  -5.341
H  -1.755  0.468  1.969
H  2.661  3.289  2.181
H  2.482  -1.299  4.605
H  -1.599  -0.186  -4.763
H  -3.264  0.869  -0.551
H  6.243  -1.188  -0.839
H  2.927  0.974  1.256
H  -0.995  1.876  -6.119
H  1.005  -2.280  4.500
H  0.114  -3.046  2.162
H  0.110  1.720  4.789
H  -3.798  2.213  -2.018
H  -6.686  -3.481  -0.758
H  1.305  -3.048  0.828
H  2.873  -1.683  2.126
H  1.780  -2.750  -2.488
H  3.681  -4.372  -2.162
H  -0.348  0.221  5.601
H  1.678  -3.898  2.346



Entry 3:
C14H25N5OS2 | ωB97M-V/def2-TZVPD

Properties
- Gap between HOMO and LUMO: 7.70 eV
- Net charge: 0
- SMILES: CCCCN(CCCCc1nnc(O)nn1)C(=S)SCCC
- Molecular weight: 343.522 g mol⁻¹
- Lowest unoccupied orbital energy: -0.6 eV
- E_tot: -1693.7502 Eh

Cartesian coordinates (Å):
S  -0.910  0.714  0.053
S  1.048  1.075  -2.146
O  -4.556  1.971  2.136
N  -4.481  1.066  0.035
N  -4.259  0.015  -0.723
N  -3.897  -1.296  1.211
N  0.895  -1.141  -0.674
N  -4.076  -0.243  1.974
C  2.220  -1.233  0.007
C  1.688  2.633  -1.473
C  0.354  0.127  -0.798
C  0.024  3.959  0.002
C  -4.356  0.894  1.346
C  -0.059  -2.158  -0.224
C  0.719  3.817  -1.367
C  3.744  -0.477  1.854
C  -2.414  -3.057  -0.572
C  5.038  -0.984  1.212
C  -1.185  -2.390  -1.227
C  -3.973  -1.134  -0.111
C  2.651  -0.043  0.855
C  -3.707  -2.336  -0.978
H  2.184  2.500  -0.517
H  -3.608  -1.992  -2.004
H  -2.294  -3.071  0.508
H  3.994  0.403  2.445
H  0.245  4.920  0.458
H  2.468  2.894  -2.187
H  3.304  -1.211  2.528
H  2.972  -1.446  -0.748
H  -4.572  -2.997  -0.945
H  -2.498  -4.094  -0.893
H  -1.478  -1.463  -1.715
H  5.520  -1.700  1.876
H  -0.446  -1.964  0.779
H  1.334  4.710  -1.491
H  2.161  -2.098  0.665
H  -0.819  -3.053  -2.009
H  4.887  -1.498  0.268
H  0.501  -3.091  -0.153
H  0.370  3.190  0.690
H  5.738  -0.168  1.055
H  -4.363  2.754  1.610
H  -1.048  3.813  -0.084
H  1.831  0.354  1.445
H  3.105  0.706  0.209
H  0.002  3.825  -2.183



Entry 4:
FHNO3P | ωB97M-V/def2-TZVPD

Properties
- Gap between HOMO and LUMO: 6.80 eV
- Net charge: -2
- Molecular weight: 112.984 g mol⁻¹
- Lowest unoccupied orbital energy: 7.8 eV
- E_tot: -722.2310 Eh

Cartesian coordinates (Å):
P  -2.074  -0.104  0.018
F  -0.327  2.010  0.067
O  -2.128  -1.338  -0.870
O  -1.856  -0.424  1.425
O  -3.095  0.972  -0.310
N  -0.429  0.765  -0.445
H  0.736  0.155  -0.098



Entry 5:
H16O8 | ωB97M-V/def2-TZVPD

Properties
- Gap between HOMO and LUMO: 9.85 eV
- Net charge: 0
- SMILES: O.O.O.O.O.O.O.O
- Molecular weight: 144.120 g mol⁻¹
- Lowest unoccupied orbital energy: -0.4 eV
- E_tot: -611.4865 Eh

Cartesian coordinates (Å):
O  13.302  2.246  27.674
O  14.609  4.272  30.399
O  14.999  7.149  30.235
O  17.513  5.275  27.369
O  14.748  0.158  28.719
O  16.410  2.458  26.133
O  16.551  3.195  28.811
O  18.788  0.834  28.477
H  18.056  0.350  28.046
H  18.734  0.590  29.401
H  15.141  6.207  30.158
H  14.276  3.410  30.820
H  13.939  4.528  29.775
H  17.328  6.016  27.971
H  13.904  1.772  28.202
H  15.027  -0.337  29.501
H  15.864  3.462  29.425
H  12.437  2.092  28.086
H  16.502  2.647  27.065
H  15.844  7.491  30.076
H  16.402  3.220  25.553
H  17.299  4.502  27.909
H  16.746  2.332  29.125
H  14.334  -0.407  28.041



Entry 6:
C31H27ClNO5Ta | ωB97M-V/def2-TZVPD

Properties
- Gap between HOMO and LUMO: 5.11 eV
- Net charge: +2
- Molecular weight: 709.960 g mol⁻¹
- Lowest unoccupied orbital energy: -7.8 eV
- E_tot: -2145.1042 Eh

Cartesian coordinates (Å):
Ta  -0.050  0.319  0.156
Cl  -1.098  1.795  6.679
O  0.268  -1.648  -1.009
O  1.490  0.430  -1.500
O  -0.713  -1.161  1.403
O  -1.415  1.357  1.054
O  -1.593  -0.478  -1.288
N  -0.233  2.232  -1.218
C  -1.653  1.379  2.388
C  -1.569  0.184  3.204
C  -2.111  2.764  4.296
C  -1.490  0.427  4.638
C  -3.193  -4.132  -2.779
C  -1.321  -1.062  2.596
C  -2.477  -4.651  -3.875
C  2.070  1.743  -1.949
C  1.480  0.564  1.454
C  -1.011  4.469  -1.048
C  -1.464  -2.576  -2.391
C  3.762  2.257  3.520
C  -1.141  -4.225  -4.117
C  -0.683  -3.065  -3.492
C  0.506  -2.349  -4.084
C  -1.597  1.695  5.092
C  -3.174  -5.592  -4.772
C  1.096  4.065  -2.193
C  0.945  2.676  -1.816
C  2.475  0.675  2.170
C  5.017  2.550  4.087
C  -2.124  2.585  2.927
C  -2.727  -3.052  -2.027
C  -0.917  -1.515  -1.519
C  4.570  -0.021  3.171
C  -3.737  -2.531  -1.014
C  5.805  0.263  3.707
C  3.598  0.992  2.966
C  0.132  4.954  -1.696
C  -1.173  3.143  -0.825
C  6.093  1.583  4.136
H  1.453  -2.355  -3.475
H  1.838  4.397  -2.817
H  5.289  3.563  4.417
H  -2.079  2.700  -0.433
H  2.884  2.887  3.717
H  -3.512  -2.783  0.063
H  0.107  5.964  -1.893
H  6.952  1.829  4.718
H  -1.666  -1.982  3.055
H  -2.311  3.453  2.266
H  0.271  -1.271  -4.121
H  -1.821  5.168  -0.753
H  -4.147  -4.574  -2.566
H  4.242  -1.013  2.884
H  -1.071  -0.290  5.334
H  -0.693  -4.665  -4.983
H  -3.624  -1.490  -1.015
H  1.793  -0.395  -1.929
H  0.731  -2.680  -5.070
H  -4.237  -5.670  -4.456
H  2.347  1.635  -3.002
H  -3.096  -5.363  -5.872
H  -4.831  -2.699  -1.320
H  -2.407  3.720  4.647
H  2.996  1.932  -1.324
H  -2.639  -6.543  -4.731
H  6.590  -0.517  3.628



Entry 7:
C33H31BrFIrN7O3 | ωB97M-V/def2-TZVPD

Properties
- Gap between HOMO and LUMO: 5.07 eV
- Net charge: +3
- Molecular weight: 864.776 g mol⁻¹
- Lowest unoccupied orbital energy: -8.5 eV
- E_tot: -4662.5141 Eh

Cartesian coordinates (Å):
Ir  2.570  -2.221  -1.624
Br  4.248  -4.431  -1.516
F  -2.074  2.218  0.495
O  0.417  -3.830  -4.712
O  1.884  -3.015  -3.268
O  0.907  -1.124  -1.473
N  -2.561  -1.306  -3.684
N  4.550  2.407  3.323
N  2.060  -3.576  -0.244
N  3.516  -1.082  -0.182
N  6.170  0.942  3.778
N  -4.490  2.233  -0.986
N  -6.963  2.898  -0.224
C  -2.461  -0.421  -2.616
C  2.818  -4.670  -0.321
C  2.567  -5.826  0.379
C  -4.809  -2.363  -3.785
C  5.156  4.071  5.094
C  -2.231  1.350  -0.513
C  3.520  0.909  1.144
C  3.023  0.140  0.122
C  -1.276  -0.395  -1.865
C  1.456  -5.821  1.213
C  -5.307  2.778  -2.062
C  0.686  -3.075  -3.819
C  4.557  -1.533  0.547
C  5.092  1.251  2.994
C  5.296  2.876  4.355
C  -6.784  2.639  -1.708
C  -3.435  1.362  -1.260
C  -4.536  3.054  0.230
C  7.086  3.369  6.395
C  0.667  -4.680  1.311
C  4.584  0.432  1.916
C  -1.199  0.513  -0.795
C  5.108  -0.820  1.585
C  -3.804  -1.458  -4.476
C  -5.875  3.785  0.310
C  -1.543  -2.109  -3.960
C  -0.339  -2.121  -3.282
C  0.989  -3.567  0.563
C  -3.521  0.439  -2.292
C  6.338  1.973  4.668
C  -0.162  -1.254  -2.199
C  7.251  2.198  5.694
C  6.050  4.296  6.100
H  -5.049  3.827  -2.237
H  -6.943  2.011  0.282
H  3.209  -6.689  0.274
H  -3.504  -1.869  -5.438
H  -1.655  -2.785  -4.800
H  -4.412  -3.372  -3.681
H  -5.066  -1.995  -2.791
H  6.771  0.142  3.697
H  8.046  1.507  5.936
H  -5.900  4.696  -0.284
H  -6.107  4.043  1.341
H  4.369  4.770  4.849
H  3.110  1.887  1.346
H  -5.128  2.265  -3.000
H  5.986  5.198  6.693
H  -7.880  3.313  -0.050
H  -0.298  0.575  -0.201
H  2.222  0.496  -0.507
H  0.419  -2.649  0.594
H  -4.435  0.372  -2.857
H  -7.162  1.638  -1.902
H  1.212  -6.707  1.784
H  -0.193  -4.652  1.963
H  -5.720  -2.420  -4.378
H  -4.420  2.408  1.100
H  4.969  -2.488  0.258
H  7.770  3.597  7.201
H  -4.206  -0.468  -4.674
H  -7.394  3.358  -2.251
H  5.946  -1.254  2.111
H  -3.752  3.812  0.271



Entry 8:
C24H66AgN7O9 | ωB97M-V/def2-TZVPD

Properties
- Gap between HOMO and LUMO (spin up / spin down): 3.89 / 3.29 eV
- Multiplicity: 2
- Net charge: +1
- Molecular weight: 704.700 g mol⁻¹
- Lowest unoccupied orbital energy (spin up / spin down): -6.2 / -6.8 eV
- E_tot: -2160.6894 Eh

Cartesian coordinates (Å):
Ag  4.604  3.616  2.520
O  2.289  6.359  6.923
O  -3.724  5.677  -4.424
O  -0.385  -4.490  -7.355
O  0.601  0.200  -0.864
O  1.309  1.912  0.190
O  -7.249  -2.001  -4.101
O  6.232  1.248  -0.543
O  -0.351  0.830  0.864
O  2.149  -3.008  5.258
N  1.912  -3.644  -5.426
N  0.469  1.017  0.020
N  1.769  3.456  6.000
N  -8.495  -4.700  -6.399
N  -1.700  6.336  -1.408
N  5.761  -0.221  1.730
N  3.243  -1.478  7.661
C  3.283  7.157  7.605
C  1.281  -5.623  -4.230
C  5.946  1.828  -1.786
C  -0.251  -4.797  -5.961
C  1.202  -3.630  4.358
C  -4.784  4.919  -4.831
C  -6.567  -1.735  -2.843
C  1.469  5.433  7.651
C  3.240  -2.944  7.394
C  -7.634  -3.356  -4.428
C  3.297  -3.490  8.891
C  -0.204  3.494  7.328
C  2.018  -3.403  6.611
C  6.354  -0.163  -0.697
C  1.248  -4.943  -5.581
C  -1.697  -4.442  -7.810
C  -8.180  -3.367  -5.875
C  -1.031  6.205  -3.772
C  -2.190  6.462  -2.773
C  0.877  4.361  6.727
C  -9.334  -2.389  -6.136
C  -3.379  5.505  -3.069
C  6.663  -2.285  0.741
C  6.663  -0.710  0.695
H  -6.741  -3.978  -4.480
H  -2.114  -3.498  -7.459
H  2.063  4.916  8.404
H  -1.288  6.277  -4.828
H  2.324  -3.435  9.380
H  -2.448  6.307  -0.729
H  4.162  -1.161  7.935
H  -2.968  4.510  -2.896
H  4.130  -3.187  6.813
H  -7.161  -2.193  -2.052
H  -4.453  3.886  -4.719
H  1.514  -3.128  -6.198
H  1.479  -3.280  -4.590
H  -8.875  -1.437  -5.870
H  7.140  -2.692  1.633
H  2.740  -1.467  8.536
H  -2.360  -5.289  -7.640
H  -10.218  -2.493  -5.507
H  3.934  6.524  8.208
H  -5.566  -2.165  -2.810
H  5.733  2.889  -1.651
H  -9.229  -5.141  -5.864
H  1.994  -4.493  6.603
H  6.812  1.765  -2.445
H  2.690  7.799  8.257
H  0.281  2.899  8.102
H  -4.265  5.754  -2.484
H  5.633  -2.621  0.622
H  0.688  5.932  8.225
H  6.169  -0.497  2.612
H  -1.317  5.405  -1.326
H  -8.340  -3.846  -3.757
H  2.187  2.798  6.642
H  -0.586  5.243  -3.520
H  4.012  -2.995  9.548
H  1.840  -5.407  -6.370
H  -8.841  -4.651  -7.347
H  -4.992  5.153  -5.875
H  -0.842  -4.188  -5.276
H  7.619  -0.319  1.043
H  7.121  -2.755  -0.130
H  3.888  7.734  6.906
H  1.156  -2.952  7.103
H  -6.500  -0.665  -2.649
H  3.542  -4.544  8.760
H  0.156  -3.377  4.534
H  -7.354  -2.809  -6.316
H  -1.035  4.031  7.783
H  5.515  -0.663  -1.181
H  0.641  -5.049  -3.559
H  4.902  -0.753  1.749
H  1.241  -4.719  4.379
H  1.454  -3.379  3.328
H  0.389  4.877  5.900
H  2.291  -5.701  -3.827
H  1.168  2.815  5.502
H  -5.728  5.216  -4.374
H  -0.733  -5.757  -5.778
H  -1.706  -4.389  -8.899
H  5.087  1.437  -2.331
H  -2.507  7.485  -2.972
H  -0.254  6.923  -3.510
H  -9.512  -2.379  -7.211
H  7.185  -0.415  -1.355
H  -0.606  2.754  6.635
H  0.934  -6.656  -4.216